{
  "formula": "C3H3NOS3",
  "method": "ωB97M-V/def2-TZVPD",
  "elements": ["S", "C", "N", "O", "C", "S", "C", "S", "H", "H", "H"],
  "positions_angstrom": [[1.636, 0.719, -2.994], [1.075, 0.967, -1.493], [0.051, 0.265, -0.937], [-0.545, 0.870, 0.169], [-0.564, 0.149, 1.312], [-0.838, 0.884, 2.714], [-0.498, -1.342, 1.258], [-1.285, -2.279, 0.201], [1.526, 1.685, -0.780], [-0.622, -0.171, -1.546], [0.063, -1.749, 2.096]],
  "forces_ev_per_angstrom": [[-0.1, 0.0, 0.1], [0.2, 0.2, 0.5], [0.5, 0.1, -0.3], [-0.2, 0.4, 0.2], [-0.1, -0.4, -0.2], [0.0, 0.0, 0.1], [-0.1, 0.0, -0.2], [0.3, 0.4, 0.4], [-0.3, -0.4, -0.4], [-0.2, -0.2, -0.1], [-0.1, -0.1, 0.0]],
  "nbo_charge": [-0.060, -0.108, -0.321, -0.341, 0.114, 0.097, -0.367, 0.137, 0.210, 0.408, 0.229],
  "lumo_energy_ha": -0.072,
  "de_lowest_kj_mol": 279.7,
  "e_homo_ev": -9.12
}

---

{
  "formula": "C3H3NS3",
  "method": "ωB97M-V/def2-TZVPD",
  "elements": ["S", "C", "N", "C", "S", "C", "S", "H", "H", "H"],
  "positions_angstrom": [[-2.539, -1.082, -0.074], [-0.940, -1.289, 0.166], [0.149, -0.297, 0.169], [0.160, 1.041, 0.410], [-0.967, 2.047, -0.142], [1.501, -0.825, -0.193], [3.063, -0.262, -0.067], [-0.540, -2.379, 0.374], [0.858, 1.513, 0.984], [1.396, -1.859, -0.329]],
  "forces_ev_per_angstrom": [[1.5, 0.1, 0.4], [0.5, -0.4, 0.0], [3.1, -3.1, -0.9], [-3.8, 1.0, -1.6], [-0.4, 0.2, -0.1], [-0.4, 1.0, 2.3], [-2.6, 0.1, -0.4], [-0.4, 2.4, -0.5], [2.6, 0.1, 1.5], [-0.2, -1.4, -0.7]],
  "nbo_charge": [0.117, -0.143, -0.505, -0.120, 0.074, -0.075, 0.033, 0.221, 0.219, 0.179],
  "lumo_energy_ha": -0.047,
  "de_lowest_kj_mol": 278.6,
  "e_homo_ev": -8.73
}

---

{
  "formula": "C3H3NS4",
  "method": "ωB97M-V/def2-TZVPD",
  "elements": ["S", "C", "N", "S", "C", "S", "C", "S", "H", "H", "H"],
  "positions_angstrom": [[-1.901, -0.977, -1.220], [-1.880, -0.108, 0.163], [-0.950, -0.157, 1.167], [0.390, -1.173, 1.212], [1.412, -0.650, -0.126], [2.690, -1.572, -0.525], [1.271, 0.644, -0.811], [1.073, 2.105, -0.116], [-2.634, 0.682, 0.336], [-0.995, 0.624, 1.788], [1.524, 0.582, -1.869]],
  "forces_ev_per_angstrom": [[0.1, 0.2, 0.5], [0.1, 0.0, -0.4], [-0.7, 0.0, -0.7], [0.2, 0.1, -0.4], [0.0, -0.2, 0.4], [-0.3, 0.1, 0.1], [0.1, 1.0, 0.1], [0.0, -0.9, -0.2], [0.4, -0.4, 0.1], [0.3, 0.3, 0.5], [-0.2, -0.1, 0.0]],
  "nbo_charge": [-0.071, -0.092, -0.760, 0.582, -0.395, 0.124, -0.337, 0.098, 0.205, 0.415, 0.230],
  "lumo_energy_ha": -0.069,
  "de_lowest_kj_mol": 94.0,
  "e_homo_ev": -9.01
}

---

{
  "formula": "C3H3O2Pb",
  "method": "ωB97M-V/def2-TZVPD",
  "elements": ["O", "C", "O", "Pb", "C", "H", "H", "C", "H"],
  "positions_angstrom": [[-0.530, 0.932, 0.752], [1.524, -2.465, -0.366], [1.699, -1.381, -0.067], [1.403, 0.756, 0.553], [-1.616, 0.242, 0.431], [-2.030, -0.372, 1.244], [-2.121, 1.312, -1.347], [-2.334, 0.469, -0.684], [-3.081, -0.259, -1.002]],
  "forces_ev_per_angstrom": [[0.0, 1.1, 0.7], [0.0, -0.4, -0.1], [0.1, -2.1, -0.6], [1.7, 2.6, 0.6], [-2.9, -0.6, -1.0], [0.5, -0.3, -0.5], [0.2, -0.4, 0.1], [0.8, -0.5, 0.3], [-0.2, 0.5, 0.4]],
  "mulliken_charge": [-0.523, 0.184, -0.077, 1.158, 0.050, 0.354, 0.243, -0.650, 0.261],
  "lumo_energy_ha": -0.221,
  "de_lowest_kj_mol": 80.4,
  "charge": 1,
  "e_homo_ev": -12.73
}